9 unconnected molecules or ions with the total composition C32H57BrClF2N3O36PS9 at a distorted geometry, computed with ωB97M-V/def2-TZVPD.

Structure (XYZ):
```
142
Properties=species:S:1:pos:R:3:mulliken_charge:R:1
C -3.851 1.886 -2.535 -0.029
O -3.885 3.356 -2.586 -0.399
C -2.560 3.957 -2.371 -0.167
C -1.295 3.077 -2.930 0.191
C 0.052 4.044 -3.147 -0.551
C 1.326 3.234 -3.797 -0.663
C 2.233 2.632 -2.555 -0.473
C 2.064 0.993 -2.354 -0.257
C 2.280 0.550 -0.783 -0.810
C 0.897 0.384 0.081 0.134
C -0.397 -0.590 -0.303 -0.151
N -0.216 -1.356 -1.577 0.892
C 0.616 -2.603 -1.444 0.338
O 0.570 -3.255 -0.259 -0.391
F 1.523 -3.112 -2.534 -0.172
C -1.464 -1.529 -2.395 0.254
O -1.994 -0.656 -3.259 -0.386
F -2.248 -2.806 -2.203 -0.142
N -1.472 -0.522 0.753 -0.012
Br -3.068 -1.495 0.747 0.197
C -0.918 0.461 1.787 -0.237
P -1.816 0.953 3.439 0.431
O -2.702 -0.468 4.027 -0.492
Cl -3.153 2.571 3.036 -0.180
N 0.474 1.010 1.412 0.624
C 1.282 1.963 2.265 -0.256
C 1.487 3.463 1.633 0.553
C 0.566 4.625 2.380 -0.209
S -0.458 5.446 1.015 -0.116
H -3.504 1.507 -3.608 0.161
H -4.937 1.423 -2.387 0.093
H -3.188 1.434 -1.684 -0.050
H -2.584 5.015 -2.920 0.248
H -2.466 4.193 -1.219 0.101
H -0.978 2.299 -2.104 -0.311
H -1.501 2.483 -3.921 0.308
H 0.270 4.495 -2.069 0.131
H -0.296 4.943 -3.842 0.386
H 1.936 4.004 -4.468 0.307
H 0.947 2.400 -4.540 0.304
H 3.372 2.832 -2.849 0.394
H 2.032 3.250 -1.577 -0.029
H 2.886 0.397 -2.977 0.341
H 0.988 0.709 -2.741 0.117
H 2.821 -0.512 -0.807 0.376
H 3.038 1.288 -0.256 0.285
H -3.138 -0.228 4.910 0.342
H 2.370 1.492 2.374 0.230
H 0.872 2.032 3.384 -0.132
H 2.616 3.773 1.836 0.325
H 1.326 3.538 0.474 -0.587
H -0.081 4.196 3.260 0.068
H 1.294 5.429 2.867 0.339
H -0.675 4.494 -0.008 -0.113
C 2.705 -5.929 -4.979 -0.377
C 2.690 -4.523 -5.573 0.345
O 3.841 -4.460 -6.413 -0.338
S 4.122 -5.940 -7.037 1.035
O 3.546 -5.988 -8.362 -0.486
O 5.494 -6.299 -6.763 -0.532
O 3.155 -6.782 -6.031 -0.341
H 3.420 -6.000 -4.153 0.339
H 1.717 -6.240 -4.632 0.314
H 2.730 -3.746 -4.806 0.132
H 1.806 -4.369 -6.201 -0.021
C 1.685 3.224 8.156 -0.019
C 1.387 1.736 7.990 -0.396
O 0.553 1.649 6.838 -0.312
S 0.962 2.835 5.796 1.182
O 1.855 2.277 4.805 -0.666
O -0.231 3.574 5.454 -0.609
O 1.847 3.730 6.832 -0.282
H 0.842 3.746 8.619 0.284
H 2.589 3.401 8.745 0.023
H 0.885 1.312 8.863 0.335
H 2.303 1.171 7.788 0.309
C 0.860 -4.488 -10.724 -0.256
C -0.578 -4.954 -10.937 -0.361
O -1.187 -4.885 -9.650 -0.260
S -0.518 -3.656 -8.812 1.052
O -1.380 -2.502 -8.937 -0.595
O -0.063 -4.165 -7.539 -0.540
O 0.779 -3.427 -9.773 -0.301
H 1.473 -5.286 -10.293 0.227
H 1.321 -4.135 -11.650 0.314
H -0.631 -5.970 -11.334 0.413
H -1.118 -4.274 -11.603 0.256
C -7.437 1.824 1.349 -0.229
C -7.735 0.337 1.183 -0.227
O -8.570 0.249 0.031 -0.313
S -8.161 1.436 -1.011 1.080
O -7.268 0.878 -2.002 -0.528
O -9.353 2.175 -1.353 -0.538
O -7.275 2.330 0.025 -0.283
H -8.281 2.346 1.812 0.291
H -6.533 2.001 1.938 0.240
H -8.237 -0.087 2.056 0.331
H -6.819 -0.229 0.981 0.154
C -4.146 -5.436 -0.126 -0.250
C -3.094 -5.847 -1.154 0.015
O -2.483 -7.017 -0.614 -0.316
S -3.592 -7.844 0.250 1.054
O -4.128 -8.892 -0.590 -0.522
O -3.054 -8.089 1.568 -0.516
O -4.705 -6.657 0.356 -0.331
H -3.688 -4.914 0.720 0.248
H -4.926 -4.807 -0.563 0.308
H -2.350 -5.065 -1.322 -0.013
H -3.560 -6.118 -2.107 0.323
C -5.921 -5.777 -9.753 -0.303
C -5.936 -4.371 -10.346 -0.334
O -4.785 -4.309 -11.186 -0.300
S -4.504 -5.789 -11.810 1.071
O -5.081 -5.837 -13.136 -0.563
O -3.132 -6.147 -11.536 -0.448
O -5.472 -6.630 -10.804 -0.317
H -5.206 -5.849 -8.927 0.264
H -6.910 -6.089 -9.405 0.310
H -5.896 -3.594 -9.579 0.320
H -6.820 -4.218 -10.974 0.288
C 6.193 4.997 8.975 -0.422
C 6.336 6.482 9.298 -0.238
O 5.042 6.896 9.731 -0.345
S 4.311 5.647 10.485 1.169
O 4.496 5.810 11.910 -0.523
O 3.017 5.440 9.877 -0.545
O 5.319 4.472 9.972 -0.274
H 5.722 4.850 7.998 0.292
H 7.154 4.476 8.997 0.330
H 6.658 7.068 8.433 0.362
H 7.035 6.640 10.126 0.247
C 8.316 4.212 14.154 -0.341
C 8.018 2.724 13.988 -0.379
O 7.184 2.637 12.836 -0.340
S 7.593 3.823 11.794 1.042
O 8.486 3.265 10.803 -0.663
O 6.400 4.562 11.452 -0.243
O 8.478 4.718 12.830 -0.350
H 7.473 4.733 14.617 0.283
H 9.220 4.388 14.743 0.317
H 7.516 2.300 14.861 0.322
H 8.934 2.159 13.785 0.309
```

For the energy above the lowest of the compared OMol25 structures with the same formula, charge and spin, the calculation gives 1701.0 kJ/mol. The HOMO-LUMO gap comes out at 0.2403 hartree. The value obtained for the total energy is -307062.5780 eV. Its total charge is +1.

=====

A molecular structure, C32H57CaN4OP2 at a distorted geometry, computed with ωB97M-V/def2-TZVPD.

Structure (XYZ):
```
97
Properties=species:S:1:pos:R:3:mulliken_charge:R:1
C -1.888 1.307 -2.138 0.114
C -1.464 -1.014 -2.201 0.243
C -2.957 1.183 -3.016 -0.703
C -2.547 -1.161 -3.109 -1.400
C -3.323 -0.080 -3.474 -1.065
H -3.474 2.084 -3.339 0.510
H -2.761 -2.168 -3.488 0.477
H -4.178 -0.217 -4.132 0.390
N -1.214 0.242 -1.648 1.085
P -0.722 3.141 -0.129 1.302
P 0.402 -3.132 -1.005 1.003
C -1.545 2.762 -1.736 -1.657
H -0.927 3.228 -2.519 0.810
H -2.474 3.349 -1.760 0.591
C -0.793 -2.279 -1.963 -1.124
H -1.497 -3.086 -2.237 0.334
C 0.973 -4.673 -2.032 2.107
C -0.197 -3.587 0.797 2.378
C 0.881 4.154 -0.585 1.906
C -2.089 4.153 0.770 1.379
C 2.504 -4.535 -2.011 -1.650
H 2.909 -4.766 -1.016 0.338
H 2.951 -5.240 -2.725 0.506
H 2.831 -3.521 -2.274 0.201
C 0.588 -6.062 -1.486 -1.806
H 0.968 -6.286 -0.481 0.320
H -0.495 -6.234 -1.498 0.359
H 1.036 -6.815 -2.157 0.452
C 0.396 -4.576 -3.456 -1.582
H 1.086 -5.056 -4.172 0.428
H -0.573 -5.092 -3.518 0.413
H 0.239 -3.543 -3.777 0.178
C 0.922 -4.354 1.518 -1.817
H 1.790 -3.715 1.715 0.366
H 0.541 -4.713 2.484 0.502
H 1.277 -5.231 0.967 0.204
C -0.465 -2.277 1.565 -1.758
H 0.456 -1.677 1.692 0.309
H -1.276 -1.676 1.114 0.091
H -0.803 -2.512 2.587 0.572
C -1.481 -4.421 0.722 -1.782
H -1.289 -5.452 0.396 0.379
H -1.939 -4.477 1.724 0.522
H -2.229 -3.974 0.052 0.259
C -1.619 4.347 2.220 -1.587
H -2.419 4.829 2.799 0.490
H -1.380 3.394 2.712 0.129
H -0.731 4.988 2.293 0.256
C -3.384 3.323 0.756 -1.408
H -3.806 3.225 -0.251 0.350
H -3.242 2.319 1.176 -0.106
H -4.134 3.845 1.368 0.558
C -2.371 5.513 0.120 -1.765
H -3.306 5.911 0.544 0.519
H -1.599 6.258 0.334 0.349
H -2.510 5.449 -0.967 0.247
C 1.176 4.236 -2.094 -1.806
H 0.510 4.955 -2.600 0.422
H 2.208 4.606 -2.219 0.528
H 1.116 3.267 -2.609 0.146
C 2.016 3.386 0.134 -1.714
H 2.177 2.378 -0.290 0.175
H 2.957 3.943 0.013 0.528
H 1.821 3.284 1.215 0.307
C 0.840 5.594 -0.057 -1.954
H 0.113 6.209 -0.601 0.341
H 0.647 5.654 1.021 0.265
H 1.829 6.047 -0.237 0.549
Ca 0.029 0.353 0.519 1.902
C -2.155 0.456 2.106 0.178
O -2.659 0.225 3.114 -0.228
N 1.504 -0.842 -0.757 -1.472
C 1.427 -1.330 -1.876 -0.320
C 2.098 -0.902 -3.251 2.759
C 1.758 -1.749 -4.458 -2.087
C 1.611 0.511 -3.578 -1.707
C 3.619 -0.905 -3.076 -1.625
H 2.130 -2.774 -4.379 0.306
H 0.684 -1.752 -4.663 0.307
H 2.258 -1.292 -5.325 0.566
H 1.824 1.203 -2.757 0.149
H 2.109 0.874 -4.487 0.553
H 0.527 0.501 -3.741 0.320
H 4.077 -0.350 -3.912 0.471
H 3.909 -0.440 -2.129 0.270
H 4.027 -1.932 -3.088 0.363
C -0.392 1.259 6.045 -0.740
N 0.558 0.477 5.236 0.016
C 1.572 -0.322 5.939 -0.797
C 0.556 0.546 3.944 0.101
N 0.546 0.591 2.764 -0.564
H -0.322 0.875 7.063 0.294
H -1.418 1.130 5.667 0.265
H -0.136 2.330 6.039 0.306
H 1.564 -1.359 5.568 0.311
H 2.577 0.107 5.798 0.325
H 1.304 -0.300 6.997 0.279
```

For the energy above the lowest of the compared OMol25 structures with the same formula, charge and spin, the calculation gives 297.9 kJ/mol. The HOMO-LUMO gap (spin up / spin down) comes out at 0.1977 / 0.1978 hartree. The value obtained for the total energy is -79125.3676 eV. Its total charge is +1.

=====

A molecular structure, C32H57N2O2P2Ti at a distorted geometry, computed with ωB97M-V/def2-TZVPD.

Structure (XYZ):
```
96
Properties=species:S:1:pos:R:3:mulliken_charge:R:1
C 0.677 1.760 1.959 0.023
C -1.629 1.574 1.433 0.410
C 0.393 2.849 2.772 -0.788
C -1.831 2.897 1.908 -1.106
C -0.832 3.499 2.649 -0.964
H 1.202 3.246 3.383 0.533
H -2.790 3.379 1.719 0.510
H -1.009 4.447 3.155 0.451
N -0.300 1.126 1.259 1.530
P 2.625 0.397 0.328 1.195
P -2.406 -0.930 0.542 0.768
C 2.126 1.288 1.893 -2.084
H 2.800 2.154 2.032 0.710
H 2.313 0.629 2.759 0.846
C 1.450 -1.335 -1.434 0.284
O 2.154 -1.907 -2.187 -0.461
C -2.758 0.735 1.176 -1.784
H -3.674 1.231 0.895 0.668
C -3.109 -1.645 -1.222 2.435
C -3.269 -1.647 2.102 1.968
C 3.208 1.838 -0.772 2.166
C 4.127 -0.571 0.980 2.175
C -1.998 -1.958 -2.242 -1.458
H -1.291 -2.725 -1.899 0.154
H -2.481 -2.355 -3.151 0.642
H -1.435 -1.069 -2.554 -0.104
C -3.910 -2.932 -1.022 -1.924
H -3.277 -3.753 -0.661 0.317
H -4.768 -2.802 -0.353 0.364
H -4.314 -3.247 -1.997 0.543
C -3.981 -0.553 -1.820 -2.076
H -4.442 -0.929 -2.747 0.536
H -4.778 -0.207 -1.153 0.300
H -3.360 0.306 -2.085 0.020
C -3.195 -3.166 2.159 -1.811
H -2.160 -3.516 2.059 0.024
H -3.561 -3.484 3.142 0.597
H -3.826 -3.658 1.413 0.326
C -2.578 -1.103 3.359 -1.906
H -1.501 -1.317 3.356 0.142
H -2.716 -0.023 3.460 0.336
H -3.035 -1.567 4.235 0.625
C -4.728 -1.172 2.033 -1.576
H -4.798 -0.082 2.107 0.301
H -5.227 -1.470 1.097 0.225
H -5.288 -1.586 2.873 0.505
C 4.861 -1.190 -0.218 -1.724
H 5.653 -1.846 0.171 0.524
H 4.196 -1.794 -0.846 0.264
H 5.349 -0.439 -0.852 0.227
C 3.614 -1.695 1.893 -1.892
H 3.137 -1.305 2.801 0.327
H 2.906 -2.364 1.391 0.109
H 4.477 -2.300 2.213 0.654
C 5.129 0.247 1.822 -1.665
H 4.647 0.805 2.634 0.252
H 5.830 -0.465 2.285 0.524
H 5.740 0.934 1.231 0.360
C 2.211 3.003 -0.649 -1.560
H 2.279 3.507 0.324 0.266
H 2.438 3.745 -1.431 0.568
H 1.178 2.671 -0.804 0.004
C 3.203 1.330 -2.223 -1.533
H 2.188 1.168 -2.593 0.035
H 3.660 2.109 -2.851 0.553
H 3.774 0.403 -2.359 0.261
C 4.611 2.362 -0.438 -1.928
H 4.692 2.734 0.592 0.303
H 5.400 1.625 -0.633 0.396
H 4.816 3.217 -1.103 0.529
Ti 0.226 -0.433 -0.206 -0.383
N -0.013 0.784 -2.087 -0.033
C -0.164 1.544 -3.021 -0.448
C -1.166 2.694 -3.389 2.418
C -2.373 2.615 -2.472 -1.279
C -0.545 4.051 -3.141 -1.767
C -1.710 2.565 -4.798 -1.834
H -2.965 1.732 -2.747 0.332
H -2.030 2.569 -1.441 0.284
H -3.012 3.508 -2.582 0.505
H 0.428 4.179 -3.611 0.380
H -1.221 4.820 -3.512 0.504
H -0.456 4.209 -2.056 0.327
H -2.266 3.463 -5.055 0.440
H -0.930 2.405 -5.545 0.401
H -2.411 1.729 -4.834 0.399
C 0.344 -3.954 2.501 -2.026
C 0.644 -3.320 1.196 0.997
C 1.281 -4.222 0.204 -1.180
O 0.352 -2.105 0.942 0.292
H -0.400 -4.753 2.357 0.540
H -0.006 -3.261 3.269 0.251
H 1.245 -4.469 2.872 0.479
H 0.650 -4.366 -0.685 0.278
H 2.271 -3.888 -0.133 0.149
H 1.416 -5.207 0.674 0.534
```

For the energy above the lowest of the compared OMol25 structures with the same formula, charge and spin, the calculation gives 238.7 kJ/mol. The HOMO-LUMO gap (spin up / spin down) comes out at 0.2036 / 0.1959 hartree. The value obtained for the total energy is -82870.2577 eV. The multiplicity is 3. Its total charge is +1.

=====

Which formula does entry 3 have? C32H57N2O2P2Ti